(1)
A structure of composition C20H21BrN4O4W in a non-equilibrium geometry. Source: OMol25; level of theory: ωB97M-V with the def2-TZVPD basis set.

XYZ file:
```
51
C20H21BrN4O4W (ωB97M-V with the def2-TZVPD basis set)
W -1.1795 0.2827 -0.8163
O -1.2444 1.4192 -4.2702
C -0.5942 2.0886 -3.3027
C -0.7649 3.4493 -3.0834
C -0.0347 4.0883 -2.0999
C 0.9038 3.3942 -1.3391
C 1.0888 2.0441 -1.5591
C 0.3034 1.3426 -2.5055
C 0.4325 -0.1511 -2.7965
O -0.8761 -0.6649 -2.4716
N 1.3840 -0.7661 -1.8855
N 0.8053 -0.6062 -0.6010
C 1.5148 -0.8685 0.4382
C 1.0617 -0.5926 1.7619
Br -0.6658 0.2754 1.8580
C 1.6787 -0.8648 2.9292
C 3.0277 -1.3674 3.1031
C 3.2750 -2.1945 4.2059
C 4.5352 -2.7282 4.4028
C 5.5654 -2.4062 3.5286
C 5.3428 -1.5427 2.4613
C 4.0799 -1.0250 2.2444
H -1.7849 2.0294 -4.7886
H -1.4615 4.0096 -3.6958
H -0.1787 5.1490 -1.9429
H 1.5064 3.9113 -0.6064
H 1.8778 1.5267 -1.0344
H 0.6986 -0.4289 -3.8152
H 1.5043 -1.7525 -2.1004
H 2.4956 -1.3220 0.3172
H 1.1094 -0.7085 3.8410
H 2.4729 -2.4293 4.8948
H 4.7195 -3.3801 5.2452
H 6.5559 -2.8081 3.6945
H 6.1614 -1.2581 1.8149
H 3.9314 -0.2955 1.4563
C -5.1916 -1.5473 -0.7147
C -3.9250 -0.7952 -0.6148
N -2.7204 -1.2157 -0.7541
O -2.5737 -2.5273 -1.0796
C -3.7921 0.6476 -0.2170
C -4.3046 1.1698 1.0596
N -3.0071 1.2670 -1.0581
O -2.0355 2.0721 -0.4219
H -5.0949 -2.3487 -1.4465
H -6.0045 -0.8812 -0.9945
H -5.4286 -2.0075 0.2490
H -1.7462 -2.5639 -1.5913
H -4.2177 0.4255 1.8526
H -5.3797 1.3475 0.9246
H -3.8255 2.1082 1.3240
```

gap between HOMO and LUMO (spin up / spin down) = 6.714 / 6.952 eV
energy above the lowest of the compared OMol25 structures with the same formula, charge and spin = 0.0000 eV
expectation value of S² = 2.024
energy = -3935.10354 Eh
HOMO (spin up / spin down) = -13.9 / -14.4 eV
multiplicity = 3
net charge = +2

(2)
The molecule C23H27N5O2 in a non-equilibrium geometry. Source: OMol25; level of theory: ωB97M-V with the def2-TZVPD basis set.

XYZ file:
```
57
C23H27N5O2 (ωB97M-V with the def2-TZVPD basis set)
O 0.5546 0.1894 -3.3286
C 0.3352 1.0489 -2.4779
C 1.1334 1.1183 -1.2364
N 1.1109 2.1701 -0.3803
C 1.9967 1.9014 0.5551
C 2.3685 2.6502 1.6813
C 3.3313 2.1604 2.5151
C 3.9462 0.9199 2.2357
C 3.5779 0.1951 1.1466
N 2.6097 0.6652 0.3206
C 2.0523 0.1591 -0.8179
C 2.3843 -1.1798 -1.4014
N 1.5919 -2.3171 -0.9728
C 0.2064 -2.3431 -1.3939
C -0.7488 -1.6494 -0.4130
N -0.5960 -2.2576 0.8978
C -1.5833 -1.9225 1.8667
C -2.2386 -0.7040 1.9467
C -3.1867 -0.4832 2.9324
C -3.4805 -1.4771 3.8482
C -2.8461 -2.7048 3.7738
C -1.9067 -2.9362 2.7813
O -1.3033 -4.1493 2.6835
C 0.7693 -2.0830 1.3777
C 1.7238 -2.7717 0.3920
N -0.6367 1.9578 -2.6590
C -1.0431 3.0411 -1.7871
C -2.3140 3.5840 -2.4393
C -2.0744 3.3163 -3.9232
C -1.3918 1.9546 -3.9013
H 1.8784 3.5946 1.8489
H 3.6351 2.7146 3.3888
H 4.7153 0.5418 2.8890
H 4.0292 -0.7517 0.8944
H 2.2511 -1.1008 -2.4834
H 3.4336 -1.4185 -1.1953
H 0.1293 -1.8742 -2.3743
H -0.0868 -3.3962 -1.4764
H -1.7806 -1.7916 -0.7417
H -0.5342 -0.5700 -0.3946
H -2.0051 0.0798 1.2413
H -3.6896 0.4708 2.9861
H -4.2141 -1.3020 4.6206
H -3.0752 -3.4986 4.4669
H -0.8087 -4.1459 1.8475
H 0.8673 -2.5370 2.3672
H 1.0157 -1.0123 1.4768
H 2.7568 -2.6524 0.7230
H 1.4922 -3.8446 0.3919
H -1.2068 2.6815 -0.7703
H -0.2581 3.8027 -1.7461
H -2.4705 4.6373 -2.2171
H -3.1833 3.0216 -2.0960
H -2.9920 3.3095 -4.5074
H -1.4008 4.0683 -4.3356
H -0.7167 1.7820 -4.7420
H -2.1240 1.1385 -3.8846
```

gap between HOMO and LUMO = 8.304 eV
energy above the lowest of the compared OMol25 structures with the same formula, charge and spin = 2.1235 eV
energy = -1316.92495 Eh
HOMO = -8.0 eV
net charge = 0
structure (SMILES) = O=C(c1nc2ccccn2c1CN1CCN(c2ccccc2O)CC1)N1CCCC1

(3)
A structure of composition C19H11Br3CoN9OS2. Source: OMol25; level of theory: ωB97M-V with the def2-TZVPD basis set.

XYZ file:
```
46
C19H11Br3CoN9OS2 (ωB97M-V with the def2-TZVPD basis set)
Co 0.1845 -0.1425 -0.1271
Br -4.0769 2.3943 -1.8183
C -3.7524 1.6415 -0.1119
C -4.7229 1.7852 0.8854
C -4.5281 1.2678 2.1370
Br -5.8903 1.4898 3.4491
C -3.3338 0.5836 2.4506
C -3.0198 0.0209 3.7100
C -1.8224 -0.6056 3.9011
C -0.9099 -0.6867 2.8309
N -1.1798 -0.1854 1.6527
C -2.3608 0.4465 1.4324
C -2.5400 0.9674 0.0824
O -1.6417 0.8133 -0.8063
H -5.6372 2.3152 0.6582
H -3.7390 0.0975 4.5149
H -1.5648 -1.0375 4.8588
H 0.0573 -1.1668 2.9425
S 1.5898 0.1129 -1.9899
C 3.0893 -0.4862 -1.3380
C 4.2519 -0.2880 -2.1725
N 5.1596 -0.1200 -2.8614
C 3.2452 -1.1265 -0.1483
S 1.9614 -1.4801 0.9829
C 4.5635 -1.5700 0.2358
N 5.6135 -1.9142 0.5633
N -1.1337 -4.5054 -2.9788
N -1.2529 -3.5814 -1.9479
N -2.3122 -3.5210 -1.1760
C -2.0033 -2.4656 -0.4277
N -0.8109 -1.9525 -0.7521
N -0.3418 -2.6917 -1.7365
H -1.4999 -5.3833 -2.6310
H -0.1441 -4.5764 -3.1865
H -2.6384 -2.0874 0.3547
Br 2.5752 5.9779 1.6388
C 1.8729 4.2752 1.2190
C 2.4534 3.1414 1.7467
C 1.8927 1.9148 1.4218
N 0.8294 1.7878 0.6308
C 0.2994 2.8981 0.1107
C 0.7807 4.1689 0.3825
H 3.3236 3.1944 2.3843
H 2.3095 0.9854 1.7985
H -0.5369 2.7512 -0.5621
H 0.3160 5.0372 -0.0612
```

gap between HOMO and LUMO (spin up / spin down) = 6.230 / 6.252 eV
energy above the lowest of the compared OMol25 structures with the same formula, charge and spin = 0.0396 eV
expectation value of S² = 3.760
energy = -11199.99059 Eh
HOMO (spin up / spin down) = -4.1 / -4.2 eV
multiplicity = 4
net charge = -1

(4)
The molecule H3OPS2 in a non-equilibrium geometry. Source: OMol25; level of theory: ωB97M-V with the def2-TZVPD basis set.

XYZ file:
```
7
H3OPS2 (ωB97M-V with the def2-TZVPD basis set)
O -0.4558 0.7994 -1.0301
P -0.3476 0.0528 0.3861
S -1.9053 -1.2928 0.9373
S 1.4474 -1.0347 0.3798
H -0.9334 0.3269 -1.7181
H -0.0309 1.1983 1.1080
H 2.2256 -0.0500 -0.0631
```

gap between HOMO and LUMO (spin up / spin down) = 5.667 / 6.920 eV
energy above the lowest of the compared OMol25 structures with the same formula, charge and spin = 0.8922 eV
expectation value of S² = 2.005
energy = -1214.65337 Eh
HOMO (spin up / spin down) = -5.1 / -9.6 eV
multiplicity = 3
net charge = 0

(5)
A cluster of 2 separate species, C7H10N2O in total in a non-equilibrium geometry. Source: OMol25; level of theory: ωB97M-V with the def2-TZVPD basis set.

XYZ file:
```
20
C7H10N2O (ωB97M-V with the def2-TZVPD basis set)
C -0.8479 1.9526 0.1310
C -1.9551 1.4617 0.0932
C 2.4392 0.6521 -0.0149
C 2.1759 -0.3590 -1.2086
C 1.0478 -1.2225 -0.7529
C 1.6011 0.1349 1.1161
C -3.2372 0.7960 0.1001
N 0.7946 -0.7480 0.6356
N -0.1408 -1.4322 1.4073
O 3.3483 1.4396 -0.0367
H 0.0858 2.4214 0.3120
H 2.1763 0.2316 -2.0704
H 3.0910 -0.8460 -1.2899
H 0.0170 -1.2185 -1.1691
H 1.4150 -2.3460 -0.8366
H -3.9121 1.5680 0.3762
H -3.2904 0.0206 0.8170
H -3.6593 0.4016 -0.8567
H -0.2030 -1.0666 2.3296
H -0.9459 -1.8414 0.9178
```

gap between HOMO and LUMO = 8.405 eV
energy above the lowest of the compared OMol25 structures with the same formula, charge and spin = 6.4567 eV
energy = -457.27151 Eh
HOMO = -8.2 eV
net charge = 0